C2H2N2O | the ωB97M-V functional and the def2-TZVPD basis

The calculation puts the LUMO energy at -0.79 eV. The HOMO-LUMO gap comes out at 0.37152 Ha. The SMILES is N#CC(N)=O. The strongest force on any atom comes out at 6.19 eV/A. The HOMO energy is -0.40050 Eh. Its charge is 0. The calculation puts the relative energy (zero: lowest compared OMol25 entry of this formula, charge and spin) at 44.1 kcal per mole.

Each line ends with the Mulliken charge.
Geometry (Å):
C: 0.9208 -1.0988 -0.4007  0.30
C: 0.2867 -0.1443 0.3924  0.36
N: 1.5824 -1.8703 -0.9399  -0.27
N: -1.0764 0.6617 -0.3770  -0.61
O: 0.4610 -0.0526 1.5358  -0.32
H: -0.6226 1.5827 -0.6808  0.27
H: -1.5519 0.9216 0.4702  0.28